The following is a quantum chemistry calculation of C2HCl6OPS in the gas phase in a non-equilibrium geometry, from OMol25.

Properties
* HOMO energy: -9.25 eV
* Kohn-Sham gap: 8.704 eV
* 2S+1: 1
* calculated total energy: -99398.0328 eV
* SMILES: S=P(Cl)(Cl)O[C@H](Cl)C(Cl)(Cl)Cl
* charge: 0

XYZ file:
```
12
Properties=species:S:1:pos:R:3:forces:R:3:nbo_charge:R:1
S -1.454228 -1.806015 3.289427 1.423 1.009 -0.331 -0.49
Cl 0.329070 -2.157846 -1.926182 -0.474 1.095 0.380 0.04
Cl 1.057262 0.627684 -1.319408 0.121 -0.104 -0.115 0.04
Cl -1.521934 0.100944 -2.488413 0.412 -0.407 0.561 0.06
Cl -2.273208 -1.696159 0.081817 0.618 0.637 -0.145 -0.02
Cl -0.293345 1.197820 2.850286 0.770 -0.159 -0.575 -0.20
Cl 1.780282 -1.289234 3.465823 -0.380 0.701 -1.153 -0.17
O 0.174844 -1.120297 0.938616 0.914 0.971 0.570 -0.78
C -0.281859 -0.538423 -1.367503 0.572 -0.198 -0.392 -0.11
C -0.809995 -0.605627 0.075080 -1.072 -1.192 0.007 0.04
P 0.039326 -0.772913 2.529283 -2.559 -2.572 1.529 1.36
H -1.098574 0.376244 0.427704 -0.344 0.220 -0.336 0.23
```
Positions in Å, forces in eV/Å.